ORCA calculation (ωB97M-V/def2-TZVPD) on C40H28BaN12O2S4 as an isolated structure.

- E_HOMO (alpha / beta): -6.20 / -6.17 eV
- HOMO-LUMO gap (alpha / beta): 5.48 / 5.49 eV
- LUMO level (alpha / beta): -0.72 / -0.68 eV
- Energy above the lowest of the compared OMol25 structures with the same formula, charge and spin: 104.1 kcal/mol

Each line ends with the Mulliken charge.
CARTESIAN COORDINATES (ANGSTROEM)
Ba1 0.9265 -1.1458 -1.0153  1.11
C1 2.7327 0.6508 4.6097  -0.78
C2 2.8710 1.9744 4.2146  -0.51
C3 2.2273 2.4129 3.0722  -0.72
C4 1.4990 1.4812 2.3378  -0.21
N1 1.3619 0.2201 2.7083  0.42
C5 1.9439 -0.1808 3.8310  -0.49
N2 0.8289 1.8322 1.1369  1.00
C6 -0.2199 1.0863 0.6416  0.07
N3 -0.3147 0.8540 -0.6902  -0.80
C7 -1.3863 0.0504 -0.8868  -0.76
N4 -1.6720 -0.3657 -2.1038  -0.53
C8 -2.2225 -1.6020 -2.2942  0.03
C9 -3.3949 -1.8001 -3.0426  -0.93
C10 -3.8171 -3.0886 -3.2897  -0.27
C11 -3.0765 -4.1621 -2.7984  -0.86
C12 -1.9351 -3.8825 -2.0726  -0.28
N5 -1.5041 -2.6432 -1.8324  0.68
C13 -2.0551 -0.2055 0.3854  1.09
C14 -3.1921 -0.9193 0.7532  -0.35
C15 -3.6077 -0.8738 2.0685  -0.81
C16 -2.9105 -0.1135 3.0171  -0.97
C17 -1.7710 0.5839 2.6791  -0.09
C18 -1.3190 0.5155 1.3585  -0.10
H1 3.2196 0.2777 5.4996  0.45
H2 3.4744 2.6628 4.7912  0.46
H3 2.2979 3.4441 2.7535  0.48
H4 1.7690 -1.2175 4.0976  0.44
H5 -3.9518 -0.9373 -3.3817  0.52
H6 -4.7209 -3.2696 -3.8584  0.43
H7 -3.3793 -5.1838 -2.9774  0.47
H8 -1.3282 -4.6823 -1.6596  0.08
H9 -3.7505 -1.4888 0.0205  0.47
H10 -4.4846 -1.4294 2.3736  0.42
H11 -3.2747 -0.0759 4.0360  0.44
H12 -1.2425 1.1714 3.4184  0.56
S1 6.7130 5.4568 -0.0853  0.10
N6 6.7309 3.8795 0.2771  -0.69
C19 5.4908 3.4422 0.1653  0.62
C20 5.0425 2.0872 0.3359  0.29
C21 5.9241 1.0203 0.4722  -0.57
C22 5.4258 -0.2609 0.5831  -1.09
C23 4.0436 -0.4218 0.5536  -0.71
N7 3.1771 0.5631 0.4136  0.33
C24 3.6397 1.8359 0.2984  0.32
C25 2.7224 2.9164 0.1198  -0.28
N8 1.3334 2.7796 0.3259  0.76
C26 0.4529 3.6235 -0.3297  -0.45
C27 0.8893 4.7892 -0.8612  -0.92
C28 2.2526 5.1427 -0.7696  -0.56
C29 3.1463 4.2035 -0.3000  0.32
C30 4.5668 4.4681 -0.2110  0.72
N9 5.1355 5.6424 -0.3876  -0.69
H13 6.9870 1.2242 0.4740  0.54
H14 6.0804 -1.1157 0.6726  0.49
H15 3.6144 -1.4159 0.6773  0.58
H16 -0.5822 3.3272 -0.3294  0.42
H17 0.1781 5.4574 -1.3236  0.43
H18 2.6127 6.1057 -1.0993  0.53
N10 0.6768 -0.8264 -6.1083  -0.64
C31 1.2734 0.2240 -5.2832  -0.34
C32 1.7208 -0.3745 -3.9494  0.46
O1 2.0268 0.2754 -2.9792  -0.73
O2 1.7187 -1.7021 -3.9335  -0.25
H19 -0.3078 -0.9326 -5.8887  0.19
H20 1.3995 -1.9656 -4.8381  0.35
H21 0.7523 -0.6411 -7.0977  0.22
H22 0.6029 1.0547 -5.0582  0.35
H23 2.1587 0.6307 -5.7714  0.37
S2 0.6077 -8.2089 -1.3298  -0.34
C33 0.9762 -6.6869 -0.8134  0.15
S3 0.2493 -5.9436 0.6027  -0.15
C34 1.0207 -4.4081 0.2048  0.04
N11 1.7486 -4.4759 -0.8591  -0.48
N12 1.7739 -5.7462 -1.4010  0.51
C35 2.6697 -5.9404 -2.4877  0.09
C36 3.3962 -7.1156 -2.6486  -0.56
C37 4.2718 -7.2411 -3.7149  -0.62
C38 4.4399 -6.2063 -4.6230  -0.52
C39 3.7354 -5.0264 -4.4410  -0.45
C40 2.8577 -4.8887 -3.3786  0.05
S4 0.7929 -3.0440 1.1819  -0.30
H24 3.2846 -7.9263 -1.9488  0.40
H25 4.8402 -8.1558 -3.8225  0.36
H26 5.1277 -6.3104 -5.4519  0.38
H27 3.8734 -4.1994 -5.1267  0.38
H28 2.3163 -3.9665 -3.2274  0.41

=====

ORCA calculation (ωB97M-V/def2-TZVPD) on C40H29Cl7LaN3O7 as an isolated structure.

- E_HOMO: -2.53 eV
- HOMO-LUMO gap: 6.43 eV
- Net charge: -2
- LUMO level: 3.90 eV
- Energy above the lowest of the compared OMol25 structures with the same formula, charge and spin: 0.0 kcal/mol

Each line ends with the Mulliken charge.
CARTESIAN COORDINATES (ANGSTROEM)
La1 0.0619 0.0789 0.2380  2.76
C1 -1.8242 4.4302 0.8868  -0.60
O1 -0.5088 4.9235 1.1733  -0.49
C2 0.2716 4.2879 2.1017  -0.22
C3 1.0761 5.0925 2.8832  -0.43
C4 1.9662 4.5503 3.8182  -0.89
C5 2.0154 3.1783 3.9623  -0.59
C6 1.2220 2.3380 3.1741  1.16
C7 1.3413 0.8935 3.4186  -1.42
N1 0.8929 -0.0295 2.6637  1.17
N2 1.0865 -1.3274 3.1461  -0.90
C8 0.4587 -2.2093 2.4064  -0.07
O2 -0.3050 -2.0102 1.4013  -0.45
C9 0.6717 -3.6388 2.8323  0.16
C10 -0.0471 -4.6340 2.1830  -0.22
C11 0.1356 -5.9714 2.5232  -0.81
C12 1.0386 -6.3188 3.5188  -0.36
C13 1.7606 -5.3235 4.1718  -0.70
C14 1.5768 -3.9914 3.8307  -0.22
C15 0.3388 2.8689 2.1966  0.69
O3 -0.3693 2.1085 1.4262  -0.39
H1 -2.3555 5.2751 0.4478  0.27
H2 -2.3280 4.1162 1.8030  0.28
H3 -1.8014 3.5949 0.1954  0.08
H4 0.9972 6.1656 2.7398  0.40
H5 2.5999 5.1948 4.4150  0.35
H6 2.6911 2.7219 4.6794  0.37
H7 1.8431 0.5830 4.3379  0.25
H8 -0.7423 -4.3343 1.4087  0.49
H9 -0.4253 -6.7407 2.0054  0.39
H10 1.1866 -7.3593 3.7832  0.36
H11 2.4755 -5.5873 4.9428  0.37
H12 2.1349 -3.2014 4.3152  0.43
Cl1 5.9887 -3.6920 -3.7659  -0.24
C16 4.8737 -3.0065 -2.6175  0.30
C17 3.9452 -2.0398 -3.0040  0.20
Cl2 3.8836 -1.5071 -4.6576  -0.22
C18 3.0652 -1.4988 -2.0831  0.79
Cl3 1.9263 -0.2909 -2.5274  -0.10
C19 3.0373 -1.8895 -0.7172  -2.04
O4 2.2106 -1.4192 0.1243  -0.33
C20 4.0044 -2.8659 -0.3576  0.57
Cl4 4.0028 -3.3695 1.2940  -0.17
C21 4.8906 -3.4045 -1.2805  0.36
Cl5 6.0416 -4.6065 -0.7621  -0.24
C22 -1.9310 2.4016 -3.5728  -0.81
C23 -1.1361 3.5322 -3.7535  -0.85
C24 -0.0322 3.7203 -2.9330  -0.70
C25 0.2680 2.7897 -1.9290  1.21
C26 -0.4863 1.6217 -1.7408  -0.47
C27 -1.5786 1.4660 -2.6050  -0.50
C28 1.4401 3.0669 -1.0229  0.91
C29 1.9179 4.4058 -0.8707  -1.19
C30 2.9763 4.6628 -0.0688  -1.42
C31 3.6254 3.6017 0.6053  0.92
C32 4.7400 3.7926 1.4589  -0.70
C33 5.3129 2.7312 2.0973  -0.77
C34 4.7860 1.4295 1.9065  -1.00
C35 3.7047 1.2222 1.0983  -0.04
C36 3.0948 2.3144 0.4277  -0.28
N3 1.9938 2.0689 -0.3631  0.67
H13 -2.8037 2.2414 -4.1994  0.40
H14 -1.3665 4.2534 -4.5294  0.36
H15 0.5966 4.5893 -3.0962  0.38
H16 -2.1951 0.5726 -2.5119  0.35
H17 1.3793 5.2152 -1.3393  0.30
H18 3.3156 5.6810 0.0942  0.31
H19 5.1147 4.8007 1.6072  0.37
H20 6.1588 2.8845 2.7577  0.35
H21 5.2340 0.5839 2.4158  0.51
H22 3.2872 0.2294 0.9693  0.67
C37 0.2396 -3.9449 -1.7239  -0.71
C38 -0.4192 -2.7956 -2.4668  -0.58
O5 -0.8150 -1.7661 -1.5755  0.13
H23 0.7448 -4.6242 -2.4189  0.43
H24 -0.4964 -4.5193 -1.1551  0.30
H25 0.9687 -3.5596 -1.0080  -0.04
H26 -1.2989 -3.1433 -3.0198  0.38
H27 0.2634 -2.3489 -3.1874  0.31
H28 -1.5277 -2.1251 -0.9956  -0.13
Cl6 -4.9826 -0.7943 2.3176  -0.23
C39 -4.7761 -0.6908 0.5388  0.18
Cl7 -6.0971 -1.5716 -0.2848  -0.23
C40 -3.3542 -1.1506 0.1618  0.13
O6 -3.1852 -2.2698 -0.3299  -0.82
O7 -2.5101 -0.2616 0.4373  -0.47
H29 -4.8869 0.3528 0.2809  0.27

=====

ORCA calculation (ωB97M-V/def2-TZVPD) on a 3-piece molecular cluster, C40H30Br2N2O5S overall.

- E_HOMO: -8.82 eV
- HOMO-LUMO gap: 7.32 eV
- LUMO level: -1.50 eV
- SMILES string: C[C@H](Br)[C@@H](Br)c1ccc2nsnc2c1CCCO.O=C1c2ccccc2C(=O)c2ccccc21.O=C1c2ccccc2C(=O)c2ccccc21

Each line ends with the Mulliken charge.
CARTESIAN COORDINATES (ANGSTROEM)
C1 -2.6558 -4.4507 -0.0748  -0.97
C2 -2.6911 -4.4192 -1.6818  0.02
Br1 -0.7754 -4.1214 -2.2630  -0.15
C3 -3.7293 -3.3605 -2.3182  -0.59
Br2 -5.2832 -4.4450 -3.0068  -0.12
C4 -4.1789 -2.1695 -1.3489  0.55
C5 -5.4763 -2.3895 -0.4566  -0.42
C6 -5.9993 -1.3449 0.5464  -0.78
C7 -5.2393 0.0097 0.7206  0.51
N1 -5.4899 1.1391 1.5780  -0.63
S1 -4.2405 2.2982 1.2823  0.23
N2 -3.3500 1.5144 0.0473  -0.41
C8 -3.9724 0.2362 -0.1952  0.45
C9 -3.4155 -0.7969 -1.2297  -0.10
C10 -2.1415 -0.5137 -2.1412  -0.53
C11 -0.8262 -0.0645 -1.3226  -0.15
C12 0.3476 0.1112 -2.4427  -0.51
O1 1.6400 0.3969 -1.8682  -0.54
H1 -2.4301 -5.5477 0.2253  0.33
H2 -1.7994 -3.7717 0.3042  0.30
H3 -3.6499 -4.1911 0.4291  0.27
H4 -3.0052 -5.4614 -2.0638  0.50
H5 -3.2772 -2.8718 -3.2636  0.51
H6 -6.0721 -3.3753 -0.5214  0.24
H7 -6.9170 -1.5754 1.1809  0.32
H8 -1.8430 -1.3704 -2.8339  0.16
H9 -2.4199 0.3805 -2.8271  0.32
H10 -1.0137 0.9778 -0.8726  0.04
H11 -0.5372 -0.7940 -0.4883  0.41
H12 0.3142 -0.8635 -3.0612  0.19
H13 -0.0239 0.9636 -3.1270  0.34
H14 1.7215 -0.1553 -1.0594  0.37
O2 2.8025 -7.0680 -1.5207  -0.69
C13 3.8028 -6.3726 -1.4701  0.50
C14 5.1172 -6.9698 -1.1413  0.17
C15 5.2123 -8.3429 -0.9086  -0.54
C16 6.4492 -8.9179 -0.6383  -0.47
C17 7.5947 -8.1257 -0.6006  -0.46
C18 7.5008 -6.7548 -0.8147  -0.54
C19 6.2604 -6.1729 -1.0795  0.20
C20 6.1680 -4.7106 -1.2884  0.62
O3 7.1582 -4.0070 -1.1806  -0.67
C21 4.8579 -4.1165 -1.6366  0.12
C22 4.7646 -2.7441 -1.8717  -0.76
C23 3.5448 -2.1811 -2.2323  -0.55
C24 2.4139 -2.9868 -2.3597  0.72
C25 2.5014 -4.3540 -2.1124  -0.42
C26 3.7234 -4.9204 -1.7448  -0.36
H15 4.3243 -8.9663 -0.9420  0.46
H16 6.5220 -9.9865 -0.4620  0.39
H17 8.5616 -8.5772 -0.4019  0.39
H18 8.3962 -6.1419 -0.7789  0.46
H19 5.6423 -2.1120 -1.7788  0.47
H20 3.4755 -1.1150 -2.4185  0.60
H21 1.4652 -2.5489 -2.6500  -0.33
H22 1.6163 -4.9767 -2.2109  0.54
O4 -3.3528 6.1739 3.7574  -0.69
C27 -2.4154 6.8385 3.3491  0.56
C28 -1.3947 6.2334 2.4637  0.04
C29 -1.5206 4.8979 2.0784  -0.62
C30 -0.5885 4.3323 1.2151  -0.14
C31 0.4712 5.0976 0.7327  -0.56
C32 0.6093 6.4238 1.1286  -0.54
C33 -0.3204 6.9927 2.0002  0.17
C34 -0.1550 8.3994 2.4299  0.62
O5 0.8133 9.0465 2.0683  -0.67
C35 -1.1857 9.0103 3.2988  0.18
C36 -1.0600 10.3469 3.6817  -0.55
C37 -2.0403 10.9393 4.4703  -0.45
C38 -3.1486 10.2004 4.8787  -0.46
C39 -3.2697 8.8643 4.5107  -0.54
C40 -2.2850 8.2644 3.7238  0.22
H23 -2.3467 4.2976 2.4463  0.43
H24 -0.6908 3.2944 0.9130  0.40
H25 1.1913 4.6592 0.0491  0.43
H26 1.4399 7.0136 0.7535  0.46
H27 -0.2012 10.9292 3.3627  0.46
H28 -1.9427 11.9798 4.7638  0.39
H29 -3.9181 10.6663 5.4863  0.39
H30 -4.1344 8.2937 4.8352  0.46

=====

The evaluated E for the records listed, in turn: -3966.97388 -5485.88345 -7574.04151 hartree.